No. 1
The following is a DFT calculation (ωB97M-V with the def2-TZVPD basis set) of the molecule C4H10N2O.

```
! wB97M-V def2-TZVPD RIJCOSX def2/J DEFGRID3
* xyz 0 1
O -0.205 0.201 1.974
N 1.438 1.630 0.302
N -1.983 -0.865 -0.926
C -1.181 0.156 0.947
C -0.760 -0.791 -0.189
C 0.477 -0.354 -0.946
C 1.662 0.299 -0.290
H 2.515 0.128 -0.883
H 0.260 1.015 1.657
H -1.991 -0.555 1.337
H -1.629 1.069 0.535
H 1.706 2.399 -0.302
H -2.171 -1.829 -1.278
H 0.691 -1.150 -1.641
H -0.013 0.451 -1.429
H 1.722 -0.141 0.693
H -0.537 -1.663 0.440
*
```

Summary:
LUMO level: -0.139 hartree
Strongest force on any atom: 5.6 eV/Å
HOMO level: -7.765 eV

***

No. 2
The following is a DFT calculation (ωB97M-V with the def2-TZVPD basis set) of a cluster of 2 separate species, C4H10N2O in total.

```
! wB97M-V def2-TZVPD RIJCOSX def2/J DEFGRID3
* xyz 0 1
O -0.919 1.471 0.898
N 1.722 -0.020 0.376
N -1.650 0.638 -1.177
C 1.094 0.619 -0.669
C -0.839 -0.875 0.602
C -0.873 0.398 -0.001
C 1.304 -1.271 0.719
H -1.201 -1.717 0.027
H 1.311 -1.997 -0.082
H 1.075 0.052 -1.595
H -0.984 -0.928 1.672
H 1.324 1.672 -0.769
H -2.084 -0.192 -1.555
H -1.149 1.123 -1.908
H 1.600 -1.622 1.698
H -1.623 2.058 0.596
H 1.891 0.589 1.169
*
```

Summary:
LUMO level: 0.038 hartree
Strongest force on any atom: 2.3 eV/Å
HOMO level: -7.503 eV

***

No. 3
The following is a DFT calculation (ωB97M-V with the def2-TZVPD basis set) of the molecule C4H10N2O.

```
! wB97M-V def2-TZVPD RIJCOSX def2/J DEFGRID3
* xyz 0 1
O -2.294 0.586 -1.219
N -0.520 -0.592 -0.488
N 2.305 0.087 -1.371
C -1.737 0.057 -0.289
C 1.580 0.677 -0.232
C -2.334 -0.125 1.089
C 0.626 -0.378 0.397
H -3.314 0.295 1.178
H -1.641 0.241 1.846
H 2.223 1.168 0.496
H 0.895 1.471 -0.557
H -2.367 -1.200 1.267
H 2.078 -0.900 -1.403
H 0.241 0.183 1.250
H -0.240 -0.433 -1.442
H 3.309 0.111 -1.253
H 1.187 -1.248 0.730
*
```

Summary:
LUMO level: 0.032 hartree
Strongest force on any atom: 2.3 eV/Å
HOMO level: -9.590 eV
Structure (SMILES): CC(=O)NCCN

***

No. 4
The following is a DFT calculation (ωB97M-V with the def2-TZVPD basis set) of the molecule C4H10N2O.

```
! wB97M-V def2-TZVPD RIJCOSX def2/J DEFGRID3
* xyz 0 1
O -0.938 0.510 2.865
N -0.847 1.195 0.036
N 0.654 -0.469 -1.178
C 0.193 0.102 -2.427
C -0.402 -0.136 0.065
C 0.622 -0.507 1.082
C -0.061 -0.266 2.603
H -1.656 1.355 0.620
H -0.847 -0.178 -2.667
H -1.255 -0.829 0.028
H 1.479 0.166 1.099
H 0.230 1.189 -2.348
H 0.514 -0.750 3.430
H 0.838 -0.212 -3.250
H 0.679 -1.483 -1.257
H 0.909 -1.556 1.074
H -0.113 1.867 0.226
*
```

Summary:
LUMO level: 0.034 hartree
Strongest force on any atom: 5.3 eV/Å
HOMO level: -8.825 eV
Structure (SMILES): CN[C@H](N)CC=O

***

No. 5
The following is a DFT calculation (ωB97M-V with the def2-TZVPD basis set) of the molecule C4H10N2O.

```
! wB97M-V def2-TZVPD RIJCOSX def2/J DEFGRID3
* xyz 0 1
O -1.061 -0.256 1.795
N -1.652 2.012 0.099
N -0.237 -1.458 -0.127
C 1.913 -0.070 0.135
C -1.619 0.667 -0.360
C 1.224 -1.350 -0.311
C -0.925 -0.352 0.554
H 1.904 0.742 -0.585
H -2.632 0.296 -0.557
H 2.974 -0.377 0.475
H 1.506 -1.789 -1.228
H 1.789 -2.099 0.346
H -0.796 -1.548 -0.970
H -0.977 2.789 -0.092
H 1.423 0.212 1.029
H -1.162 0.548 -1.346
H -1.670 2.036 1.143
*
```

Summary:
LUMO level: 0.029 hartree
Strongest force on any atom: 3.8 eV/Å
HOMO level: -8.969 eV
Structure (SMILES): CCNC(=O)CN

***

No. 6
The following is a DFT calculation (ωB97M-V with the def2-TZVPD basis set) of a cluster of 2 separate species, C4H10N2O in total.

```
! wB97M-V def2-TZVPD RIJCOSX def2/J DEFGRID3
* xyz 1 2
O -3.617 0.764 -0.420
N 2.182 1.034 -0.779
N -0.346 -0.691 -0.504
C -2.468 0.639 -0.108
C -1.784 -0.624 -0.167
C 0.689 -0.699 0.487
C 1.440 0.749 0.420
H -1.799 1.432 -0.010
H 1.990 0.938 1.366
H 0.720 1.529 0.498
H -0.057 -1.081 -1.440
H 0.144 -0.930 1.411
H -2.361 -1.505 -0.576
H 1.343 -1.593 0.346
H -0.477 -1.388 1.981
H 2.869 0.292 -0.901
H 1.532 1.134 -1.604
*
```

Summary:
Expectation value of S²: 0.93
LUMO level (spin up / spin down): -0.283 / -0.267 hartree
Strongest force on any atom: 5.2 eV/Å
HOMO level (spin up / spin down): -13.925 / -14.321 eV

***

No. 7
The following is a DFT calculation (ωB97M-V with the def2-TZVPD basis set) of a cluster of 2 separate species, C4H10N2O2 in total.

```
! wB97M-V def2-TZVPD RIJCOSX def2/J DEFGRID3
* xyz 0 1
O -1.153 -0.022 2.013
O 0.931 -1.087 -2.512
N 0.860 0.227 1.030
N -1.105 -1.025 -1.540
C 0.010 0.280 2.126
C 0.669 0.793 3.373
C -0.048 -0.454 -2.173
C -0.195 1.019 -2.451
H 1.836 0.449 1.149
H -0.493 1.143 -3.499
H 0.628 -0.425 0.291
H -1.057 -2.015 -1.425
H -1.973 -0.579 -1.271
H -0.114 1.057 4.084
H -0.906 1.575 -1.852
H 1.223 1.717 3.197
H 0.753 1.554 -2.436
H 1.369 0.085 3.805
*
```

Summary:
LUMO level: 0.028 hartree
Strongest force on any atom: 1.6 eV/Å
HOMO level: -9.953 eV
Structure (SMILES): CC(N)=O.CC(N)=O

***

No. 8
The following is a DFT calculation (ωB97M-V with the def2-TZVPD basis set) of a cluster of 2 separate species, C4H10N2O2 in total.

```
! wB97M-V def2-TZVPD RIJCOSX def2/J DEFGRID3
* xyz 0 1
O 2.396 -1.173 0.124
O -1.578 2.003 3.030
N 1.191 -2.537 -1.233
N 0.018 1.257 1.632
C -2.245 1.088 0.898
C 1.208 -0.217 -1.770
C 1.646 -1.309 -0.816
C -1.286 1.467 1.980
H 0.778 1.618 2.181
H 1.036 -0.615 -2.754
H -1.985 0.134 0.439
H -2.159 1.853 0.131
H -3.291 1.120 1.196
H 0.202 0.078 -1.428
H 0.495 -2.579 -1.954
H 1.681 0.758 -1.802
H 0.228 0.434 1.102
H 1.666 -3.378 -0.957
*
```

Summary:
LUMO level: 0.019 hartree
Strongest force on any atom: 2.1 eV/Å
HOMO level: -9.674 eV
Structure (SMILES): CC(N)=O.CC(N)=O

***

No. 9
The following is a DFT calculation (ωB97M-V with the def2-TZVPD basis set) of a structure of composition C4H10N2O2.

```
! wB97M-V def2-TZVPD RIJCOSX def2/J DEFGRID3
* xyz 0 1
O -2.088 -0.805 0.990
O -2.304 -0.062 -1.118
N 0.306 -0.008 -1.599
N 2.659 1.072 -0.009
C 0.430 0.119 0.950
C 1.943 0.131 1.194
C -1.697 -0.491 -0.138
C -0.054 -0.546 -0.285
H 2.189 1.359 0.998
H 0.234 1.328 0.849
H 0.838 0.849 -1.459
H 3.649 0.923 0.210
H -0.165 -0.346 1.742
H -0.600 0.358 -1.943
H 2.102 0.236 2.281
H -0.254 1.915 0.499
H 2.308 -0.849 0.899
H 0.244 -1.603 -0.342
*
```

Summary:
LUMO level: -0.111 hartree
Strongest force on any atom: 5.1 eV/Å
HOMO level: -8.925 eV

***

No. 10
The following is a DFT calculation (ωB97M-V with the def2-TZVPD basis set) of a cluster of 2 separate species, C4H10N2O2 in total.

```
! wB97M-V def2-TZVPD RIJCOSX def2/J DEFGRID3
* xyz 0 1
O 1.683 -1.201 -0.074
O 2.656 1.083 0.144
N -1.218 -0.262 1.728
N -0.631 -0.109 -0.571
C -1.847 0.508 -1.060
C 1.541 1.296 -0.349
C -0.539 -0.606 0.715
C 0.717 -1.429 0.937
H -0.105 -0.660 -1.239
H -1.803 0.577 -2.145
H 1.402 1.397 -1.434
H 2.453 -0.597 0.253
H 0.840 1.929 0.221
H -2.729 -0.093 -0.811
H 1.111 -1.210 1.932
H -2.005 0.348 1.525
H -1.958 1.514 -0.643
H 0.433 -2.485 0.872
*
```

Summary:
LUMO level: 0.015 hartree
Strongest force on any atom: 4.2 eV/Å
HOMO level: -9.411 eV
Structure (SMILES): [H]/N=C(/CO)NC.C=O

***

No. 11
The following is a DFT calculation (ωB97M-V with the def2-TZVPD basis set) of the molecule C4H10N2O2.

```
! wB97M-V def2-TZVPD RIJCOSX def2/J DEFGRID3
* xyz 0 1
O 1.252 0.356 -1.797
O -0.565 1.154 -2.916
N 1.290 -0.872 2.283
N -1.768 -0.329 -0.641
C 0.073 0.478 0.684
C -0.901 0.627 -0.434
C 0.023 0.767 -1.795
C 0.658 -0.847 0.943
H 1.493 0.549 -2.847
H 1.736 -1.912 2.673
H -1.618 1.752 -0.487
H -0.243 -1.807 1.112
H 2.034 -0.162 2.413
H 0.825 1.379 0.768
H -0.626 0.841 1.385
H -2.337 -0.349 -1.655
H -2.601 -0.476 0.253
H 1.275 -1.150 0.057
*
```

Summary:
LUMO level: 0.022 hartree
Strongest force on any atom: 10.5 eV/Å
HOMO level: -8.916 eV
Structure (SMILES): NCC[C@H](N)C(=O)O

***

No. 12
The following is a DFT calculation (ωB97M-V with the def2-TZVPD basis set) of a cluster of 2 separate species, C4H10N2O2 in total.

```
! wB97M-V def2-TZVPD RIJCOSX def2/J DEFGRID3
* xyz 0 1
O 2.664 -0.674 0.499
O -1.575 -1.144 0.697
N -0.737 -0.273 -1.547
N 2.138 1.581 0.093
C -2.575 -1.039 1.603
C 0.503 0.441 -1.493
C 2.969 0.559 0.336
C 0.768 1.141 -0.138
H -3.000 -2.054 1.870
H 1.314 -0.287 -1.744
H 0.456 0.392 0.591
H 0.530 1.246 -2.278
H 0.075 1.965 -0.062
H -3.518 -0.514 1.248
H 3.939 0.938 0.524
H -1.119 -0.678 -0.621
H -2.273 -0.637 2.590
H -0.560 -0.959 -2.168
*
```

Summary:
LUMO level: -0.178 hartree
Strongest force on any atom: 4.0 eV/Å
HOMO level: -8.642 eV

***

Energy above the lowest of the compared OMol25 structures with the same formula, charge and spin for every record listed, in sequence, given in kcal/mol: 214.8, 93.6, 30.2, 65.2, 58.3, 151.6, 9.4, 18.7, 233.1, 82.8, 145.5, 221.5.